DFT (the ωB97M-V functional and the def2-TZVPD basis) results for a 11-piece molecular cluster, C54H124N6O11 overall in a non-equilibrium geometry.

```
195
Properties=species:S:1:pos:R:3:forces:R:3:mulliken_charge:R:1
C 22.734 2.256 4.533 0.59 0.18 0.56 -1.945
C 21.903 1.585 5.638 0.13 -0.12 -0.39 1.448
C 21.123 2.637 6.423 -0.44 -0.05 0.88 -1.976
C 20.933 0.692 4.889 -1.66 -0.20 0.00 -0.991
C 20.188 -0.297 5.769 0.82 -0.19 1.82 -1.115
C 21.159 -1.162 6.580 0.21 -0.53 -1.02 1.073
C 22.220 -0.357 7.331 0.62 1.10 1.07 1.799
C 21.659 0.244 8.661 0.21 0.12 0.50 -1.649
C 23.404 -1.250 7.737 0.03 -0.33 -0.82 -1.796
N 22.787 0.724 6.471 -0.63 -1.08 -2.37 0.788
O 23.769 1.463 7.127 -0.06 0.50 1.18 -0.553
H 23.244 1.513 3.917 0.14 -0.05 0.15 0.252
H 22.136 2.857 3.850 -0.28 -0.03 0.20 0.418
H 23.460 2.931 4.995 0.09 0.03 -0.23 0.546
H 21.672 2.985 7.299 0.23 0.21 -0.28 0.364
H 20.792 3.492 5.834 0.28 -0.03 -0.19 0.441
H 20.208 2.204 6.837 0.02 -0.05 -0.04 0.356
H 20.155 1.355 4.496 0.18 0.11 -0.25 0.533
H 21.352 0.192 4.014 0.35 -0.03 0.16 0.317
H 19.721 0.188 6.635 -0.76 0.56 -0.74 0.310
H 19.462 -0.917 5.247 -0.05 0.13 -0.08 0.400
H 21.616 -1.897 5.913 0.37 -0.01 0.17 -1.516
H 20.602 -1.779 7.289 0.07 0.13 0.19 0.306
H 22.331 -0.039 9.471 0.01 0.09 0.05 0.447
H 20.679 -0.079 9.020 -0.16 -0.13 -0.56 0.350
H 21.668 1.332 8.647 -0.09 -0.07 -0.08 0.244
H 24.075 -1.421 6.889 -0.17 -0.03 -0.13 0.282
H 23.017 -2.230 8.022 0.11 0.04 0.39 0.172
H 24.030 -0.809 8.508 -0.21 -0.02 0.17 0.564
H 24.441 1.699 6.479 -0.09 -0.37 -0.18 0.342
C 23.301 -4.596 6.294 1.05 1.27 0.20 -2.546
C 23.731 -5.795 5.451 -0.07 0.36 1.37 3.181
C 25.063 -6.293 6.046 -0.45 -0.01 -0.51 -2.244
C 22.613 -6.837 5.660 0.93 -0.74 -0.40 -1.495
C 22.589 -7.905 4.571 -1.33 -0.20 -0.74 -0.210
C 22.638 -7.294 3.168 -0.16 0.40 0.65 -1.222
C 23.813 -6.323 2.941 0.38 -0.74 0.72 1.934
C 25.119 -7.142 2.888 0.41 0.07 -0.22 -1.893
C 23.559 -5.587 1.623 -0.06 -0.44 0.08 -1.590
N 23.781 -5.349 4.063 -1.15 -0.48 -0.79 0.758
O 24.689 -4.278 3.855 -0.08 -0.29 0.30 -0.459
H 23.971 -3.732 6.184 0.16 -0.22 -0.51 0.392
H 22.325 -4.198 6.015 -0.27 -0.38 0.30 0.551
H 23.453 -4.760 7.364 -0.78 -0.49 0.04 -0.129
H 25.736 -5.439 6.113 0.33 -0.26 -0.28 0.342
H 24.937 -6.692 7.054 -0.22 0.06 0.00 0.557
H 25.427 -7.106 5.422 0.48 0.15 0.14 0.473
H 22.762 -7.378 6.598 0.13 0.40 0.24 0.430
H 21.668 -6.305 5.762 -0.18 -0.19 -0.41 0.440
H 23.246 -8.776 4.641 0.73 0.55 0.43 0.057
H 21.622 -8.415 4.664 -0.13 0.14 -0.13 0.207
H 21.738 -6.683 3.046 -0.16 -0.18 -0.12 -0.129
H 22.626 -8.105 2.438 0.12 0.21 -0.26 0.513
H 25.973 -6.470 3.008 0.07 -0.06 -0.36 0.271
H 25.171 -7.698 1.949 0.17 0.34 -0.19 0.491
H 25.272 -7.921 3.638 -0.53 0.18 0.26 0.348
H 24.175 -4.705 1.489 -0.07 0.10 0.11 0.104
H 22.495 -5.352 1.586 0.08 0.43 -0.10 0.234
H 23.761 -6.250 0.780 0.02 -0.09 0.06 0.422
H 24.074 -3.524 3.890 0.51 0.19 -0.19 0.460
C 20.070 -7.620 13.331 0.33 -2.61 -0.16 -1.943
C 19.376 -6.526 12.584 -0.48 2.21 -1.31 1.836
C 17.862 -6.785 12.371 0.70 -1.09 -0.26 -1.750
C 19.442 -5.201 13.404 -0.57 -0.70 1.18 -1.279
C 19.486 -3.876 12.693 0.13 0.36 -0.23 -0.704
C 20.402 -3.942 11.495 0.11 0.03 1.01 -1.127
C 20.084 -5.081 10.534 0.94 1.43 -1.35 2.123
C 18.855 -4.689 9.695 -1.68 0.40 1.23 -1.782
C 21.254 -5.066 9.522 -0.40 -1.18 -0.65 -1.762
N 20.079 -6.339 11.251 0.35 0.11 1.55 0.331
O 19.857 -7.445 10.394 -0.15 0.06 0.12 -0.373
H 21.159 -7.651 13.439 -0.01 1.34 0.17 0.416
H 19.626 -7.887 14.292 -0.10 0.49 0.09 0.403
H 20.015 -8.581 12.789 -0.71 0.16 -0.19 0.400
H 17.789 -7.635 11.688 -0.35 0.08 -0.01 0.224
H 17.370 -7.052 13.306 0.06 0.01 0.06 0.502
H 17.348 -5.931 11.938 0.13 0.08 0.02 0.402
H 18.517 -5.214 13.991 0.08 -0.03 0.14 0.370
H 20.207 -5.294 14.180 0.40 0.22 -0.37 0.375
H 18.504 -3.496 12.393 -0.13 -0.40 -0.06 0.350
H 19.859 -3.095 13.362 0.02 -0.14 0.15 0.407
H 21.420 -4.114 11.861 0.03 0.12 -0.02 0.398
H 20.356 -2.948 11.045 0.28 -0.29 -0.62 0.320
H 18.703 -5.176 8.736 0.16 -0.28 0.13 0.327
H 18.740 -3.607 9.561 0.92 0.03 -0.42 0.321
H 17.958 -4.786 10.323 -0.05 -0.76 -0.31 0.342
H 21.130 -4.231 8.832 0.10 0.10 0.07 -0.022
H 21.130 -5.985 8.939 0.15 0.17 -0.26 0.297
H 22.279 -5.092 9.896 -0.18 0.18 0.50 0.295
H 20.594 -8.017 10.635 -0.02 -0.10 -0.30 0.332
C 21.205 -12.408 4.426 -1.72 0.08 -0.24 -1.933
C 21.346 -12.267 5.931 1.62 0.05 0.78 1.472
C 22.780 -12.716 6.267 1.25 -0.39 -0.34 -1.780
C 21.195 -10.770 6.285 -0.11 0.19 -0.47 -0.374
C 20.979 -10.482 7.757 0.74 0.09 -0.35 -0.407
C 19.797 -11.293 8.233 -0.21 0.49 0.73 -1.382
C 19.961 -12.790 8.084 0.77 -0.27 1.01 1.705
C 20.987 -13.307 9.126 -0.63 -0.17 0.00 -1.814
C 18.599 -13.476 8.364 0.87 -0.63 -1.10 -1.999
N 20.412 -13.059 6.727 -1.77 0.29 -1.29 0.488
O 20.495 -14.434 6.436 0.39 -0.16 0.12 -0.510
H 21.755 -11.627 3.903 0.36 -0.15 0.12 0.283
H 21.437 -13.394 4.026 0.28 0.00 0.17 0.375
H 20.154 -12.211 4.174 0.02 -0.10 -0.06 0.474
H 22.996 -13.764 6.031 -0.88 -0.27 0.58 0.400
H 23.582 -12.336 5.618 -0.42 1.00 0.09 0.415
H 23.050 -12.513 7.302 0.05 -0.07 -0.03 0.321
H 22.045 -10.254 5.835 0.27 -0.11 0.39 -0.037
H 20.356 -10.299 5.758 -0.28 -0.49 -0.10 0.331
H 21.874 -10.700 8.351 -0.02 -0.34 -0.07 0.285
H 20.866 -9.406 7.912 -0.45 -0.02 -0.07 0.086
H 18.869 -11.026 7.719 0.13 0.37 0.00 0.292
H 19.698 -11.075 9.301 -0.48 -0.13 -0.03 0.433
H 21.908 -12.731 9.091 0.20 -0.32 -0.14 0.349
H 21.112 -14.373 8.931 0.53 0.07 0.00 0.342
H 20.614 -13.226 10.151 -0.20 0.11 -0.07 0.479
H 18.314 -13.453 9.412 -0.18 0.51 -0.05 0.374
H 18.692 -14.537 8.117 0.10 -0.02 0.13 0.470
H 17.867 -13.098 7.649 -0.30 0.27 0.42 0.428
H 19.674 -14.643 5.976 0.04 0.09 -0.03 0.339
C 17.236 -7.166 3.862 -0.79 1.01 0.38 -1.917
C 17.428 -6.826 2.377 0.62 -1.00 0.55 1.839
C 18.383 -5.619 2.201 -0.80 -0.28 0.90 -1.566
C 18.164 -8.080 1.860 0.25 -0.56 -0.63 -1.318
C 18.371 -8.095 0.351 0.28 0.03 0.13 -0.660
C 17.012 -7.908 -0.323 0.63 -0.92 -0.57 -1.415
C 16.137 -6.761 0.241 -0.23 -0.10 -1.33 1.832
C 16.551 -5.408 -0.436 -0.15 -0.77 1.15 -1.417
C 14.727 -7.084 -0.210 -0.99 -0.17 -0.15 -2.115
N 16.118 -6.754 1.719 0.89 -1.23 -0.01 -0.011
O 15.298 -5.769 2.302 0.50 0.29 -0.79 -0.431
H 16.812 -8.165 3.933 0.27 -0.10 0.21 0.480
H 18.162 -7.024 4.420 0.18 -0.56 -0.16 0.272
H 16.536 -6.507 4.385 -0.11 0.10 -0.34 0.390
H 18.837 -5.596 1.216 0.06 0.26 0.06 0.283
H 17.868 -4.690 2.461 0.01 0.13 -0.38 0.381
H 19.119 -5.728 2.999 0.40 0.04 -0.36 0.307
H 19.060 -8.282 2.457 0.36 0.71 -0.25 0.366
H 17.652 -9.032 2.047 -0.82 0.44 0.21 0.406
H 19.071 -7.357 -0.055 -0.03 0.29 0.42 0.318
H 18.853 -9.042 0.095 -0.33 -0.10 -0.23 0.414
H 16.475 -8.859 -0.422 -0.23 0.01 1.10 0.482
H 17.226 -7.826 -1.397 -0.22 1.05 0.03 0.391
H 17.583 -5.412 -0.780 0.04 0.11 0.09 0.343
H 16.423 -4.678 0.364 0.13 0.64 -0.58 0.126
H 15.883 -5.214 -1.269 0.04 0.26 0.00 0.505
H 14.414 -8.075 0.125 0.07 0.11 0.32 0.458
H 14.626 -7.121 -1.297 0.28 0.21 -0.04 0.459
H 14.005 -6.352 0.158 0.05 -0.02 0.03 0.396
H 15.705 -4.927 2.031 -0.30 0.13 0.27 0.390
C 27.850 -6.643 8.072 -0.73 0.29 -0.46 -1.640
C 27.830 -5.204 8.632 0.83 -1.24 -0.32 1.749
C 28.235 -4.242 7.505 -0.66 0.97 -0.32 -1.839
C 26.429 -4.846 9.170 1.37 0.66 -0.33 -0.375
C 26.132 -5.424 10.536 -1.07 -0.22 -0.21 -0.642
C 27.201 -5.168 11.591 -0.32 -0.97 -1.37 -1.351
C 28.656 -5.496 11.103 -0.64 1.57 1.42 1.538
C 29.488 -4.561 12.026 1.17 0.26 -0.76 -1.868
C 29.000 -6.942 11.366 0.68 0.15 -0.42 -1.681
N 28.831 -5.094 9.718 -0.35 1.76 0.19 0.259
O 30.168 -5.275 9.249 -1.21 -0.52 -0.05 -0.464
H 27.258 -6.705 7.154 -0.04 0.09 0.17 0.096
H 28.843 -6.947 7.731 0.07 -0.25 0.40 0.538
H 27.389 -7.313 8.796 0.35 -0.32 -0.07 0.328
H 27.346 -3.809 7.027 -0.22 -0.21 0.19 0.265
H 28.762 -3.373 7.900 0.22 -0.20 0.08 0.434
H 28.775 -4.642 6.646 0.37 -0.38 0.42 0.311
H 26.481 -3.751 9.152 -0.41 0.08 0.62 0.580
H 25.670 -5.094 8.429 0.07 -0.25 0.01 -0.435
H 25.159 -5.005 10.820 0.18 0.17 0.40 0.313
H 25.872 -6.487 10.472 0.44 -0.12 -0.22 0.348
H 27.007 -5.874 12.398 -0.01 0.44 0.40 0.399
H 27.098 -4.135 11.904 0.24 0.02 0.21 0.383
H 29.058 -3.565 12.112 -0.35 -0.13 0.08 0.420
H 30.469 -4.337 11.593 0.06 -0.48 0.00 0.383
H 29.663 -4.973 13.020 -0.23 -0.10 0.01 0.373
H 28.396 -7.514 10.663 0.11 -0.64 0.43 0.337
H 28.909 -7.218 12.415 -0.51 -0.11 -0.08 0.474
H 30.067 -7.066 11.155 -0.10 -0.24 -0.30 0.348
H 30.051 -6.100 8.754 0.80 -0.05 0.02 0.385
O 26.813 -4.481 0.984 0.28 -0.07 0.06 -0.535
H 26.762 -4.360 1.942 -0.25 0.00 -0.09 0.231
H 27.723 -4.754 0.823 -0.03 0.13 0.07 0.273
O 23.168 -1.791 3.933 0.34 0.13 0.20 -0.973
H 22.305 -2.040 4.279 -0.03 0.04 -0.13 0.315
H 23.486 -1.103 4.543 -0.17 -0.12 0.00 0.289
O 23.424 -1.643 1.075 0.15 0.12 0.40 -0.634
H 23.466 -1.474 2.028 -0.18 -0.11 -0.20 0.408
H 24.081 -2.335 0.926 -0.12 0.08 -0.39 0.316
O 24.838 -3.231 -0.877 0.21 -0.32 -0.04 -0.607
H 25.592 -3.713 -0.508 0.02 0.20 0.14 0.264
H 25.214 -2.659 -1.554 -0.08 0.01 0.07 0.287
O 26.521 -5.992 -1.782 -0.07 0.06 -0.08 -0.612
H 25.689 -5.567 -1.539 0.05 -0.06 -0.05 0.336
H 27.064 -5.931 -0.992 -0.12 -0.07 0.06 0.297
```
Positions in Å, forces in eV/Å.

**E**: -3287.723925 hartree
**Energy relative to the best compared isomer or geometry (same formula, charge and spin)**: 40.2 kcal/mol
**Lowest unoccupied orbital energy**: 0.153 eV
**Frontier orbital gap**: 8.28 eV
**SMILES**: CC1(C)CCCC(C)(C)N1O.CC1(C)CCCC(C)(C)N1O.CC1(C)CCCC(C)(C)N1O.CC1(C)CCCC(C)(C)N1O.CC1(C)CCCC(C)(C)N1O.CC1(C)CCCC(C)(C)N1O.O.O.O.O.O



DFT (the ωB97M-V functional and the def2-TZVPD basis) results for C20H36Cl12Mg2O8 as an isolated structure in a non-equilibrium geometry.

```
78
Properties=species:S:1:pos:R:3:forces:R:3:mulliken_charge:R:1
Mg -18.888 -10.688 8.782 -0.54 0.26 0.74 2.387
Mg -20.712 -8.996 11.091 -1.43 -1.60 -0.15 0.628
C -20.104 -14.179 7.751 0.56 1.33 -0.35 -0.985
C -19.822 -12.687 8.073 0.12 -2.05 0.89 0.707
O -19.875 -12.330 9.271 -0.69 -0.69 1.57 -0.407
O -19.301 -11.887 7.278 0.41 0.25 -2.55 -0.433
H -21.056 -14.542 8.136 0.18 0.12 -0.02 0.349
H -19.261 -14.653 8.255 -0.18 -0.32 0.22 0.139
H -19.956 -14.376 6.689 -0.36 0.05 0.02 0.087
C -23.281 -11.668 13.349 0.32 -0.73 -0.06 -0.805
C -22.958 -10.584 12.331 -1.83 0.78 1.09 0.693
O -23.872 -9.911 11.887 -0.74 0.02 -0.46 -0.653
O -21.737 -10.303 12.153 2.58 0.26 -0.35 -0.674
H -23.418 -11.240 14.342 0.26 0.31 -0.04 0.282
H -22.464 -12.387 13.404 -0.09 -0.05 0.19 0.083
H -24.217 -12.195 13.161 0.07 0.13 -0.40 0.317
C -16.661 -9.480 12.222 -0.72 0.04 0.43 -1.476
C -17.736 -9.877 11.206 0.04 -0.17 -0.85 0.438
O -17.434 -10.269 10.051 1.68 -0.29 -0.78 -0.450
O -18.960 -9.783 11.438 -0.30 0.97 1.73 0.128
H -15.779 -10.106 12.357 -0.37 -0.49 -0.54 0.354
H -17.163 -9.416 13.187 0.10 0.13 0.01 0.370
H -16.244 -8.502 11.980 -0.30 0.17 -0.21 0.263
C -22.144 -9.471 7.285 -0.50 0.47 1.21 -1.047
C -21.664 -9.173 8.737 -2.67 -0.08 0.01 0.806
O -20.526 -9.574 9.094 2.91 -0.33 -0.13 -1.087
O -22.361 -8.648 9.639 0.56 0.45 -1.27 -0.698
H -21.918 -8.597 6.674 0.33 -0.18 -0.15 0.292
H -23.229 -9.567 7.254 -0.01 0.13 0.35 0.358
H -21.750 -10.403 6.879 0.50 0.31 0.11 0.178
Cl -13.379 -14.569 7.675 0.31 0.46 -0.46 -0.147
C -14.528 -15.579 8.500 -1.80 -0.67 1.01 -0.585
C -16.023 -15.129 8.369 1.33 0.16 -0.42 0.045
Cl -16.203 -13.706 9.439 -0.44 0.17 -0.10 -0.131
H -14.333 -15.512 9.570 0.31 -0.16 -0.10 0.334
H -14.388 -16.616 8.195 -0.07 0.13 -0.21 0.392
H -16.741 -15.890 8.677 0.30 -0.03 0.16 0.443
H -16.253 -14.816 7.350 0.01 0.08 0.16 -0.324
Cl -19.131 -12.644 13.911 0.20 0.50 1.09 -0.204
C -19.085 -13.693 12.514 0.43 0.30 -0.22 0.075
C -20.473 -13.970 12.024 0.93 -0.02 -0.73 0.535
Cl -21.271 -15.213 12.982 -0.34 -0.21 0.21 -0.206
H -18.506 -14.584 12.758 -0.21 -0.02 -0.03 0.426
H -18.551 -13.125 11.752 -0.07 -0.13 -0.16 -0.275
H -20.276 -14.346 11.020 -0.77 -0.05 -0.13 -0.019
H -21.045 -13.043 12.014 -0.10 -0.24 -0.17 -0.382
Cl -17.950 -9.254 6.908 0.65 0.48 -0.18 0.036
C -17.568 -8.647 5.292 -1.27 1.29 -2.04 -0.837
C -18.309 -9.415 4.138 1.70 -0.99 1.53 0.232
Cl -20.046 -9.386 4.272 -0.63 0.43 0.03 -0.153
H -16.502 -8.491 5.122 0.10 -0.91 0.19 0.275
H -17.956 -7.629 5.263 -0.18 0.04 0.31 0.370
H -18.038 -10.456 4.312 0.05 -0.11 -0.39 -0.435
H -17.989 -9.141 3.133 0.02 0.35 0.27 0.423
Cl -15.346 -11.702 6.017 -0.16 0.00 0.48 -0.080
C -14.179 -11.055 7.240 0.14 0.04 -0.98 -0.460
C -13.922 -9.566 6.992 -0.30 -0.46 0.01 -0.271
Cl -13.523 -9.238 5.299 0.36 0.06 -0.65 -0.202
H -13.278 -11.631 7.029 0.01 0.14 0.29 0.345
H -14.562 -11.293 8.232 -0.02 0.21 -0.10 0.198
H -13.037 -9.242 7.540 -0.40 0.09 0.34 0.432
H -14.812 -8.954 7.140 0.19 -0.13 0.63 0.017
Cl -16.648 -15.146 4.790 -0.16 0.69 -1.33 -0.201
C -17.314 -14.354 3.258 -0.60 -0.01 -0.22 -0.468
C -18.512 -13.527 3.698 0.24 -0.31 1.08 0.097
Cl -19.371 -12.637 2.452 0.03 0.05 -0.79 -0.182
H -17.547 -15.150 2.552 -0.13 -0.06 0.30 0.389
H -16.658 -13.659 2.733 0.75 -0.31 0.57 0.312
H -18.109 -12.766 4.366 -0.32 -0.16 0.31 -0.151
H -19.256 -14.141 4.206 0.18 0.12 0.09 0.200
Cl -18.699 -7.013 9.638 -0.44 -0.68 -0.41 0.008
C -17.728 -5.697 10.276 0.02 0.67 0.55 -0.664
C -18.276 -4.353 9.786 0.10 -0.56 0.15 -0.468
Cl -19.971 -4.038 10.345 0.92 -0.12 -0.26 -0.176
H -16.705 -5.832 9.925 -0.07 0.05 -0.14 0.322
H -17.724 -5.841 11.356 -0.07 0.41 -0.03 0.304
H -18.248 -4.405 8.697 -0.37 0.25 0.04 0.281
H -17.624 -3.540 10.103 -0.22 -0.01 0.18 0.386
```
Positions in Å, forces in eV/Å.

**E**: -7308.429494 hartree
**Energy relative to the best compared isomer or geometry (same formula, charge and spin)**: 56.4 kcal/mol
**Lowest unoccupied orbital energy**: -0.227 eV
**Frontier orbital gap**: 7.71 eV



Question: Which formula does entry 2 have?
Answer: C20H36Cl12Mg2O8